Record 1
Here is a molecular structure, C50H44ClO3P3ReS at a distorted geometry from OMol25. Energies are from wB97M-V/def2-TZVPD.

XYZ file:
```
103
Properties=species:S:1:pos:R:3:forces:R:3:lowdin_charge:R:1
Re -0.5166 0.4637 -0.1765 2.12 -0.08 1.14 1.376
Cl -2.4821 -0.8259 -0.3564 -0.84 -0.62 0.00 0.830
C -3.9204 0.2256 -0.4321 -0.25 0.29 -0.04 -0.535
C -5.1494 -0.3742 -0.5429 0.02 -0.24 0.02 -0.048
C -6.2617 0.4625 -0.6170 0.01 0.06 0.01 0.006
C -6.1144 1.8414 -0.5681 0.04 0.01 0.01 0.002
C -4.8514 2.4113 -0.4535 -0.09 -0.01 0.01 -0.015
C -3.7249 1.5954 -0.3781 0.19 0.03 -0.03 -0.362
P -2.0691 2.2723 -0.2113 -0.69 0.31 -0.17 0.985
C -1.5446 2.0313 1.5138 0.31 -0.39 -0.42 -0.435
C -0.4110 2.7595 1.9623 -0.24 -0.01 0.07 -0.108
C -0.0612 2.7209 3.2929 0.03 -0.09 0.10 -0.013
C -0.8173 1.9610 4.1884 0.00 0.02 -0.06 0.031
C -1.9429 1.2526 3.7643 0.09 -0.05 0.08 -0.010
C -2.3068 1.2733 2.4370 0.05 0.11 -0.06 -0.054
C -2.1169 3.9904 -0.6499 0.24 -0.03 -0.03 -0.382
C -2.3580 4.9379 0.3513 -0.02 0.04 -0.09 -0.072
C -2.6090 6.2492 -0.0200 0.02 0.00 0.03 -0.026
C -2.6065 6.6082 -1.3640 0.01 -0.02 0.03 -0.009
C -2.3591 5.6609 -2.3523 0.02 0.03 -0.02 -0.030
C -2.1110 4.3451 -2.0023 0.06 -0.04 0.01 -0.072
H -5.2564 -1.4510 -0.5723 -0.01 0.02 -0.04 0.131
H -7.2446 0.0222 -0.7213 0.00 0.00 0.02 0.140
H -6.9853 2.4809 -0.6168 0.00 -0.01 -0.03 0.138
H -4.7387 3.4879 -0.4227 -0.01 -0.01 -0.01 0.126
H 0.1350 3.3859 1.2673 -0.02 0.02 0.01 0.099
H 0.7866 3.2917 3.6483 -0.02 0.01 0.01 0.126
H -0.5363 1.9357 5.2342 -0.02 0.03 0.00 0.139
H -2.5379 0.7022 4.4807 0.02 -0.01 0.01 0.134
H -3.2003 0.7538 2.1133 0.00 0.00 -0.01 0.114
H -2.3686 4.6609 1.3983 -0.04 0.00 -0.01 0.116
H -2.8184 6.9886 0.7414 0.03 0.02 -0.01 0.129
H -2.7975 7.6363 -1.6432 -0.03 -0.01 0.00 0.132
H -2.3656 5.9496 -3.3947 0.02 0.00 0.01 0.129
H -1.9140 3.6062 -2.7708 -0.05 0.00 -0.01 0.118
O 0.3012 -0.8282 1.2374 -0.41 0.37 -0.48 -0.483
P 0.6867 -2.3394 1.2736 0.11 -0.39 0.24 0.833
C -0.0966 -3.1766 -0.1402 -0.02 0.38 0.01 -0.292
P 0.1999 -2.3499 -1.7265 0.10 -0.40 -0.33 0.828
O 0.3308 -0.8017 -1.4737 -0.55 0.50 0.16 -0.507
C 1.7299 -2.9129 -2.4024 0.05 0.19 -0.04 -0.309
C 2.8080 -2.0448 -2.5645 0.06 -0.07 0.06 -0.067
C 3.9910 -2.5282 -3.1019 0.00 0.04 0.01 -0.038
C 4.0868 -3.8601 -3.4837 -0.01 -0.01 -0.01 -0.019
C 3.0036 -4.7209 -3.3337 -0.02 -0.02 -0.01 -0.027
C 1.8171 -4.2502 -2.7981 0.01 0.01 0.01 -0.062
C -1.1546 -2.7175 -2.8009 -0.03 0.13 0.00 -0.342
C -1.2667 -1.9414 -3.9613 -0.05 -0.06 0.00 -0.061
C -2.2817 -2.2105 -4.8629 0.03 0.00 0.00 -0.032
C -3.1732 -3.2505 -4.6152 0.02 -0.01 0.00 -0.018
C -3.0531 -4.0289 -3.4706 0.03 -0.03 0.02 -0.035
C -2.0397 -3.7708 -2.5593 -0.02 0.04 -0.02 -0.080
C 0.0229 -3.0863 2.7289 -0.01 0.23 0.06 -0.294
C -1.3212 -2.8475 3.0459 0.01 -0.08 0.03 -0.087
C -1.8615 -3.4066 4.1880 0.00 -0.01 -0.03 -0.044
C -1.0629 -4.1909 5.0194 0.00 0.03 0.00 -0.016
C 0.2688 -4.4213 4.7087 0.01 -0.03 0.01 -0.025
C 0.8214 -3.8696 3.5615 0.00 -0.02 -0.01 -0.040
C 2.4398 -2.5530 1.1675 0.05 0.08 -0.03 -0.310
C 2.9997 -3.7417 0.6915 0.02 0.05 0.02 -0.068
C 4.3763 -3.9004 0.7001 -0.04 -0.04 0.02 -0.026
C 5.1895 -2.8899 1.1985 0.02 -0.01 -0.01 -0.015
C 4.6342 -1.7110 1.6832 -0.02 0.01 0.01 -0.045
C 3.2588 -1.5393 1.6730 0.02 -0.06 0.00 -0.091
H -1.1681 -3.2233 0.0724 0.02 -0.06 0.02 0.054
H 0.2720 -4.2032 -0.2004 -0.01 -0.01 0.04 0.096
H 2.7129 -1.0036 -2.2855 0.00 0.00 -0.01 0.088
H 4.8368 -1.8664 -3.2351 -0.02 -0.01 -0.03 0.122
H 5.0052 -4.2272 -3.9229 0.00 -0.01 0.02 0.130
H 3.0797 -5.7513 -3.6540 0.00 0.01 0.00 0.129
H 0.9629 -4.9146 -2.7110 0.02 -0.01 -0.02 0.122
H -0.5543 -1.1495 -4.1644 -0.02 0.01 -0.01 0.119
H -2.3678 -1.6257 -5.7687 -0.01 0.00 0.00 0.126
H -3.9552 -3.4689 -5.3305 -0.01 0.01 0.00 0.130
H -3.7382 -4.8474 -3.2947 0.01 -0.01 -0.02 0.126
H -1.9368 -4.4071 -1.6882 -0.04 0.02 0.01 0.109
H -1.9351 -2.2222 2.4040 -0.01 -0.02 0.02 0.086
H -2.9015 -3.2418 4.4363 0.01 0.00 0.02 0.120
H -1.4841 -4.6174 5.9201 -0.01 -0.02 -0.02 0.130
H 0.8818 -5.0287 5.3605 -0.01 0.00 0.00 0.129
H 1.8627 -4.0478 3.3238 -0.01 0.01 0.02 0.115
H 2.3772 -4.5534 0.3364 0.02 0.00 -0.05 0.114
H 4.8139 -4.8206 0.3366 0.00 0.00 0.01 0.129
H 6.2618 -3.0330 1.2284 0.00 0.02 -0.02 0.130
H 5.2765 -0.9403 2.0896 -0.01 -0.02 0.02 0.123
H 2.8148 -0.6393 2.0824 0.02 -0.02 0.03 0.089
C 3.7039 1.2505 -0.5177 -0.05 -0.15 -0.12 -0.177
S 2.4342 1.8232 0.5870 0.14 0.02 0.12 1.068
O 1.1295 1.5649 -0.2753 -0.33 -0.10 -0.28 -0.673
C 2.6548 3.5616 0.5069 -0.18 -0.03 0.02 -0.444
C 2.3890 4.2664 -0.6648 0.06 0.06 -0.01 -0.063
C 2.6419 5.6262 -0.6754 0.00 0.02 0.00 -0.025
C 3.1468 6.2558 0.4622 0.01 -0.04 0.01 -0.008
C 3.3890 5.5372 1.6261 0.02 0.03 -0.03 -0.024
C 3.1343 4.1736 1.6609 0.00 -0.01 0.03 -0.075
H 3.5323 1.6684 -1.5092 0.03 0.05 0.03 0.086
H 3.6787 0.1611 -0.5234 0.01 0.02 0.01 0.040
H 4.6513 1.6026 -0.1059 -0.01 0.01 0.00 0.097
H 1.9924 3.7709 -1.5424 0.04 -0.01 0.00 0.119
H 2.4615 6.1975 -1.5761 -0.01 0.01 0.02 0.128
H 3.3579 7.3167 0.4371 -0.01 0.00 0.00 0.132
H 3.7804 6.0330 2.5040 0.00 0.01 -0.01 0.131
H 3.3263 3.6003 2.5611 0.01 0.00 -0.02 0.119
```
Positions in Å, forces in eV/Å.

Results
expectation value of S²	3.78
LUMO energy (alpha / beta)	-11.779 / -12.487	eV
charge	+4
ΔE to the lowest compared entry with this formula, charge and spin	0.0	kcal per mole
spin multiplicity	4

=====

Record 2
Here is 3 unconnected molecules or ions with the total composition C50H46F3NO11S at a distorted geometry from OMol25. Energies are from wB97M-V/def2-TZVPD.

XYZ file:
```
112
Properties=species:S:1:pos:R:3:forces:R:3:lowdin_charge:R:1
C 4.4874 -1.8529 1.1755 0.29 -0.39 0.39 -0.130
O 3.8318 -1.1436 0.1502 -0.06 -0.20 0.31 -0.195
C 2.4581 -1.5103 0.0421 -0.15 0.21 -0.68 -0.232
C 2.0736 -1.5578 -1.4521 0.34 0.32 0.37 -0.164
C 1.6999 -0.1488 -1.9728 -0.26 -0.24 0.36 -0.198
C 0.1921 0.1615 -1.8604 -0.08 0.02 -0.55 -0.214
C -0.3050 1.1714 -2.9274 -0.08 -0.60 0.34 -0.208
C -1.6771 1.7824 -2.5727 0.99 0.71 -0.65 -0.219
C -1.5825 2.8256 -1.4366 -1.34 -1.36 0.34 -0.189
C -3.0276 3.2307 -0.9795 0.96 0.52 0.51 -0.161
C -3.2368 3.0993 0.5593 -1.64 -1.48 -2.24 -0.229
C -3.8096 1.6921 0.9512 0.73 1.06 0.39 -0.140
C -2.6750 0.6408 0.8966 -0.67 -0.40 -0.27 -0.125
C -3.1345 -0.7890 1.1867 0.20 0.46 -0.47 -0.113
C -3.4118 -1.5765 0.0583 0.03 -0.23 0.42 0.069
C -3.8298 -2.8715 0.2725 -0.48 -1.39 0.21 -0.055
C -4.0092 -3.4138 1.5519 0.34 0.26 -0.31 -0.063
C -3.7309 -2.6349 2.6603 0.13 -0.25 0.18 0.063
C -3.2786 -1.3257 2.4802 -0.13 0.30 -0.11 -0.112
C -2.9498 -0.5059 3.7089 0.09 -0.76 0.63 -0.132
O -3.8316 0.6099 3.8691 0.21 -0.33 -0.55 -0.129
O -3.0618 1.7427 4.1980 0.28 0.45 0.52 -0.045
C -4.4687 -4.8562 1.4656 0.94 2.01 0.41 -0.367
O -4.5513 -5.6667 2.3361 -0.49 -0.12 -0.51 0.175
N -4.7294 -5.0166 0.0680 -1.33 -1.48 -0.08 -0.023
S -6.2012 -5.6486 -0.4424 -0.31 -1.28 -3.94 0.768
O -6.1021 -6.9862 -0.9259 0.54 -0.55 1.74 -0.226
O -6.7258 -4.8043 -1.4714 0.14 1.41 1.14 -0.234
C -7.4486 -5.6347 0.9368 -1.01 -0.42 0.54 -0.658
F -7.4372 -4.5200 1.6625 0.48 -0.24 -0.03 0.164
F -7.3457 -6.7202 1.6911 0.46 0.51 0.10 0.165
F -8.6325 -5.7106 0.3275 0.43 0.18 -0.21 0.156
C -4.1636 -3.9658 -0.7317 0.67 2.32 0.54 -0.352
O -3.9434 -3.9379 -1.8989 -0.44 -0.70 0.18 0.188
H 4.7308 -2.8860 0.8692 -0.14 0.23 -0.04 0.090
H 3.8855 -1.9239 2.0976 0.06 0.16 -0.23 0.085
H 5.4306 -1.3617 1.4372 -0.22 0.10 -0.23 0.085
H 2.2704 -2.4766 0.5317 0.08 0.20 -0.07 0.116
H 1.8640 -0.7158 0.5306 0.00 -0.40 0.12 0.121
H 2.9498 -1.9287 -2.0007 -0.23 -0.08 0.19 0.099
H 1.2599 -2.2831 -1.5952 0.09 0.26 -0.08 0.110
H 2.0215 -0.0503 -3.0173 -0.12 0.07 0.17 0.110
H 2.2501 0.5867 -1.3654 0.06 -0.08 -0.41 0.116
H -0.0839 0.5349 -0.8634 0.25 -0.25 -0.09 0.090
H -0.3491 -0.7847 -2.0293 -0.05 0.27 0.19 0.109
H 0.4515 1.9544 -3.0785 -0.23 -0.03 0.06 0.114
H -0.3801 0.6057 -3.8681 0.04 0.31 0.09 0.112
H -2.3988 0.9835 -2.3458 0.15 0.19 0.14 0.100
H -2.0496 2.2937 -3.4734 -0.13 -0.15 0.20 0.114
H -1.1351 2.3091 -0.5753 0.33 0.44 -0.22 0.081
H -0.9752 3.6927 -1.7079 -0.06 -0.20 -0.02 0.117
H -3.7819 2.6132 -1.4839 0.13 0.32 -0.07 0.106
H -3.1523 4.2880 -1.2486 -0.36 -0.31 -0.09 0.107
H -3.9613 3.8688 0.8632 0.12 -0.24 -0.04 0.120
H -2.3166 3.2682 1.0762 0.61 -0.57 -0.88 0.057
H -4.6319 1.4470 0.2688 0.18 -0.14 0.14 0.124
H -4.2252 1.7721 1.9629 -0.05 -0.27 -0.27 0.100
H -2.3228 0.6327 -0.1424 0.17 -0.02 0.32 0.078
H -1.8209 0.9443 1.5232 -0.25 -0.11 -0.01 0.129
H -3.2974 -1.1906 -0.9522 0.03 -0.05 0.19 0.134
H -3.8393 -3.0510 3.6607 0.00 0.13 -0.15 0.136
H -3.0637 -1.1610 4.5886 0.01 0.21 -0.17 0.127
H -1.9044 -0.1702 3.7337 -0.29 0.10 -0.27 0.138
H -2.6587 2.0439 3.3659 -0.37 -0.22 -0.16 0.047
C -2.1846 4.7178 2.6841 -0.56 -0.37 0.26 -0.058
C -1.4494 4.3471 3.8138 -0.07 0.21 -0.25 -0.038
C -0.7533 5.2991 4.5397 0.02 -0.25 0.02 0.009
C -0.7726 6.6292 4.1406 -0.05 0.07 -0.11 -0.082
C -1.4842 7.0013 3.0001 0.08 0.02 0.06 -0.080
C -2.1949 6.0456 2.2846 -0.09 -0.23 -0.11 0.014
C -1.4779 8.4134 2.5271 -0.19 0.10 -0.29 -0.276
O -2.1003 8.7379 1.5368 0.02 -0.02 0.02 0.107
C -0.6851 9.4154 3.2902 0.08 -0.06 0.11 -0.083
C -0.6205 10.7262 2.8337 0.03 0.19 -0.03 -0.002
C 0.1032 11.6707 3.5420 0.02 -0.05 0.06 -0.057
C 0.7590 11.3121 4.7157 -0.04 -0.02 -0.06 -0.056
C 0.7023 10.0060 5.1724 0.09 0.16 0.06 -0.001
C -0.0110 9.0516 4.4578 -0.09 0.00 -0.12 -0.083
C -0.0345 7.6439 4.9413 0.18 -0.09 0.32 -0.276
O 0.5400 7.3289 5.9629 -0.01 0.01 -0.04 0.108
H -2.7693 3.9718 2.0676 1.00 2.09 2.58 0.046
H -1.4158 3.3148 4.1347 0.07 0.06 0.12 0.091
H -0.1903 5.0072 5.4164 0.01 0.14 0.02 0.123
H -2.7569 6.3408 1.4063 0.05 0.13 0.04 0.123
H -1.1324 11.0073 1.9232 -0.05 -0.14 0.01 0.121
H 0.1564 12.6901 3.1819 -0.01 -0.01 0.00 0.108
H 1.3183 12.0536 5.2717 -0.01 -0.01 -0.01 0.108
H 1.2163 9.7270 6.0824 -0.04 -0.13 -0.04 0.121
C 3.4242 -8.3334 -2.9291 0.05 -0.01 -0.03 -0.056
C 4.3305 -9.1773 -3.5634 -0.01 0.07 0.03 -0.056
C 5.4757 -8.6575 -4.1433 -0.07 -0.18 0.02 -0.001
C 5.7149 -7.2895 -4.1022 -0.09 0.12 0.04 -0.082
C 4.7936 -6.4400 -3.4861 0.11 -0.06 -0.06 -0.082
C 3.6545 -6.9684 -2.8910 -0.13 -0.11 0.06 -0.002
C 5.0083 -4.9673 -3.4743 -0.22 0.21 0.15 -0.274
O 4.2103 -4.2277 -2.9356 -0.02 0.00 0.01 0.098
C 6.2183 -4.4192 -4.1445 0.09 -0.09 -0.07 -0.082
C 6.4074 -3.0433 -4.1928 0.05 0.18 -0.02 0.000
C 7.5359 -2.5209 -4.8020 0.03 -0.07 -0.01 -0.056
C 8.4861 -3.3714 -5.3585 -0.07 0.01 0.04 -0.056
C 8.3001 -4.7432 -5.3179 0.13 0.12 -0.08 -0.002
C 7.1628 -5.2716 -4.7200 -0.11 0.06 0.07 -0.083
C 6.9586 -6.7461 -4.7141 0.24 -0.23 -0.15 -0.277
O 7.7849 -7.4890 -5.2019 -0.02 0.02 0.01 0.107
H 2.5342 -8.7428 -2.4688 0.01 0.01 -0.01 0.108
H 4.1425 -10.2425 -3.6027 0.01 0.01 0.01 0.108
H 6.1823 -9.3149 -4.6318 0.08 0.12 -0.01 0.121
H 2.9466 -6.3124 -2.4023 0.08 0.10 -0.06 0.119
H 5.6712 -2.3805 -3.7575 -0.05 -0.12 0.05 0.119
H 7.6788 -1.4487 -4.8428 0.00 -0.01 0.01 0.108
H 9.3710 -2.9614 -5.8281 -0.01 -0.01 0.00 0.107
H 9.0372 -5.4035 -5.7549 -0.10 -0.10 0.03 0.121
```
Positions in Å, forces in eV/Å.

Results
LUMO energy	-1.089	eV
charge	0
SMILES	COCCCCCCCCCCCc1cc2c(cc1COO)C(=O)N(S(=O)(=O)C(F)(F)F)C2=O.O=C1c2ccccc2C(=O)c2ccccc21.O=C1c2ccccc2C(=O)c2ccccc21